1.
A structure of composition C22H51CsF2MgNO9PS2. Source: OMol25; level of theory: ωB97M-V/def2-TZVPD.

XYZ file:
```
90
Properties=species:S:1:pos:R:3:forces:R:3:mulliken_charge:R:1
C 0.22539 0.77832 3.50690 0.0039 -1.1283 -0.0140 -0.52
O -0.11238 2.04354 4.14387 -2.1786 -0.1369 -0.8636 -0.33
C -1.34918 2.59479 3.66843 3.6513 1.1598 1.4306 -2.68
S -2.89659 1.84586 4.45291 -3.1623 -3.0336 5.7965 1.23
O -2.78967 0.37140 4.65749 0.6492 2.9588 -2.1464 -0.55
O -3.14207 2.44412 5.80850 1.1727 0.3005 -3.6912 -0.68
N -4.24588 2.32773 3.47011 -0.5281 -2.1797 -0.4491 -0.81
S -5.03565 0.97839 2.72932 3.8063 -2.8245 2.0566 0.89
O -5.75998 0.23470 3.82918 0.7487 1.0114 -2.1810 -0.37
O -4.05443 0.10076 1.95396 -2.6757 3.2399 1.0040 -0.54
H -0.66634 0.21215 3.10715 0.5539 0.7158 0.6219 0.27
H 0.96536 0.89408 2.64917 -0.1931 0.4975 0.8548 0.36
H 0.72261 0.12213 4.27154 -0.5501 0.8322 -0.7186 0.34
H -1.47245 2.56464 2.48983 9.0700 -1.2508 11.6036 2.04
H -1.37835 3.73516 3.93849 -0.0260 -1.9869 -0.1906 0.63
H -5.90374 1.50853 1.77488 0.4031 0.0546 0.9946 0.15
Cs -2.53347 2.67175 1.49288 -9.9563 1.5394 -14.2487 1.06
C -4.53372 5.15054 6.73386 -0.0685 0.2514 -0.1937 -0.87
C -5.27950 5.79585 7.88428 0.1111 -0.8011 -0.1071 -0.37
O -5.14290 7.22840 7.86590 -0.2791 0.4894 -0.0965 -0.36
C -5.87490 7.86235 6.95669 0.5204 -0.6914 0.3826 0.71
O -6.63460 7.36187 6.17018 -0.2110 0.3009 -0.0614 -0.52
O -5.60637 9.17740 7.04871 -0.2938 0.2461 0.0272 -0.25
C -6.25442 9.95190 6.05529 1.2517 0.1100 -0.1796 -0.16
H -3.48819 5.46612 6.72933 0.0014 -0.1388 0.1593 0.29
H -4.57625 4.06492 6.80785 0.0643 0.0663 0.0194 0.30
H -4.95859 5.44336 5.77171 -0.1095 -0.0766 0.0805 0.30
H -4.84848 5.45917 8.82773 0.0030 0.3448 0.0073 0.34
H -6.33429 5.51328 7.89188 0.0251 0.2090 -0.1205 0.32
H -7.33057 9.76582 6.05014 2.2913 -1.0884 -0.9784 -0.37
H -5.82737 9.73746 5.07336 -0.3191 -0.0676 -0.0824 0.40
H -6.08544 11.00437 6.28672 0.0113 -0.0911 0.1723 0.36
F -4.86396 -1.61565 3.66865 -0.4777 0.2150 0.1968 -0.32
C 3.07557 -4.28266 -7.03636 -0.0255 0.0833 0.0335 -1.56
C 1.78065 -4.08765 -6.25363 0.0970 -0.0111 -0.4826 0.21
C 1.50076 -2.61941 -5.92700 -0.4120 -0.5672 0.1950 -1.12
C 2.33664 -2.02460 -4.78744 0.4590 0.6844 -0.7779 -1.29
P 1.89924 -2.42539 -3.10299 -0.4100 -0.0658 -0.2615 1.38
C 0.11392 -2.12678 -2.95287 -0.4360 -0.1219 0.0256 -1.57
C -0.49573 -0.78232 -3.36441 -0.0167 0.2850 -0.1090 -0.91
C -0.24882 0.42738 -2.45847 0.1027 0.1390 -0.0178 -0.52
C -0.52320 0.19008 -0.97976 -0.0981 0.1121 0.0567 -0.89
C 2.66587 -1.26768 -1.98558 0.5394 0.8843 0.4305 -0.61
C 4.18089 -1.16675 -1.79771 0.5585 -0.0994 0.0133 -1.13
C 4.86758 -2.32576 -1.08733 0.0924 -0.3436 -0.1445 0.41
C 4.19612 -2.79407 0.19705 0.1094 0.1992 0.0844 -1.36
C 2.00758 -4.13803 -2.62661 -0.3681 -1.2320 0.6467 -0.91
C 3.28620 -4.96923 -2.54267 0.6807 -0.1511 0.3715 -1.19
C 4.30811 -4.76217 -3.66767 -0.2879 -0.7226 0.5027 0.78
C 4.40271 -5.96827 -4.59614 -0.1406 -0.2345 -0.0631 -1.85
H 3.94339 -3.87496 -6.50882 0.2149 -0.1427 0.0461 0.41
H 3.25409 -5.34600 -7.20355 0.0624 0.0854 -0.0217 0.36
H 3.01154 -3.79618 -8.01340 -0.0883 0.0152 -0.0042 0.42
H 1.80448 -4.69508 -5.34937 0.0080 -0.0002 0.1127 -0.26
H 0.95302 -4.47271 -6.85908 -0.0806 0.0688 0.1251 0.46
H 0.43739 -2.51676 -5.68995 -0.0317 0.1446 -0.0070 0.28
H 1.67036 -2.02483 -6.82867 0.0834 0.0401 0.1177 0.57
H 2.21805 -0.93479 -4.85666 0.0217 0.0216 0.2777 0.67
H 3.40437 -2.19265 -4.96231 0.0792 -0.1754 0.0996 0.82
H -0.18649 -2.38441 -1.93333 0.1425 -0.0123 0.0125 0.75
H -0.35796 -2.89152 -3.57885 0.1397 -0.0493 0.0323 0.54
H -1.57934 -0.92651 -3.42638 0.0765 -0.1243 -0.0219 0.49
H -0.16895 -0.52536 -4.37597 -0.0548 -0.0418 0.0011 0.25
H -0.89289 1.24435 -2.80012 0.0232 -0.0913 -0.0831 0.48
H 0.76580 0.80465 -2.59294 0.0173 -0.0458 0.0514 0.28
H -1.59480 0.06757 -0.79712 0.0202 -0.1504 0.0145 0.42
H -0.17469 1.04375 -0.39384 0.0495 -0.0034 0.0348 0.25
H -0.01070 -0.69004 -0.59122 -0.0342 0.0515 0.0480 0.04
H 2.17380 -1.32805 -1.01166 -0.1010 -0.2088 -0.0745 0.53
H 2.39756 -0.28643 -2.38467 -0.3019 -0.1139 -0.0883 0.06
H 4.37659 -0.25839 -1.21770 -0.2408 0.0289 -0.0887 0.48
H 4.65797 -1.01544 -2.77109 -0.0047 -0.0337 0.0454 0.39
H 5.89751 -2.03549 -0.85939 -0.0956 0.0662 -0.0652 0.48
H 4.95908 -3.15494 -1.78558 0.0128 -0.0246 -0.0219 -0.50
H 4.28746 -2.03389 0.97759 -0.0921 -0.0591 0.0210 0.37
H 4.66967 -3.70857 0.55687 -0.0217 0.0474 0.0465 0.41
H 3.13329 -3.00891 0.06410 -0.0069 -0.0634 -0.0078 0.25
H 1.29897 -4.68489 -3.25761 -0.0700 0.3449 -0.2040 0.82
H 1.55006 -4.18407 -1.62809 -0.1635 0.2702 -0.0654 0.53
H 2.99817 -6.02518 -2.48332 -0.2147 0.1273 -0.1035 0.52
H 3.76572 -4.78831 -1.57822 -0.1435 0.1506 0.0103 0.22
H 5.29909 -4.62025 -3.23706 -0.0996 0.1746 -0.1258 0.41
H 4.09661 -3.85926 -4.22892 0.1621 -0.1565 -0.0283 -0.45
H 4.83790 -6.82502 -4.07028 -0.1656 -0.0147 0.0927 0.46
H 5.04506 -5.73614 -5.44088 -0.0213 0.1349 0.1232 0.43
H 3.41759 -6.26724 -4.97338 -0.0165 -0.0855 0.0736 0.33
Mg -8.76981 10.32970 6.55028 -3.0265 0.9709 0.9825 0.08
F 5.68132 -3.78964 -5.33737 0.4923 1.0135 -0.7787 -0.82
O 2.89100 1.53536 2.72526 -0.3766 -0.1108 -0.2572 -0.66
H 2.55099 2.18463 3.35546 0.0931 0.0660 0.0900 0.26
```
Forces are in eV/Å.

Calculated values
2S+1	1
HOMO	-7.07	eV
Kohn-Sham gap	1.079	eV

=====

2.
A cluster of 14 separate species, C22H51N14O31S2 in total. Source: OMol25; level of theory: ωB97M-V/def2-TZVPD.

XYZ file:
```
120
Properties=species:S:1:pos:R:3:forces:R:3:mulliken_charge:R:1
O 3.17318 2.08323 -4.40797 1.3270 -2.6498 3.5562 -0.66
S 3.57962 1.26698 -3.15806 -1.9053 3.2996 0.0676 0.97
O 3.09658 1.96599 -1.82932 1.3442 -2.3472 -3.6161 -0.60
C 5.48618 1.37733 -3.07930 0.6749 -0.7206 0.2526 -0.70
C 6.05760 1.22636 -1.55040 0.2431 -1.1535 -0.0999 0.07
C 5.97328 -0.33941 -1.00064 0.1156 0.8295 1.0562 -0.36
O 6.52818 -1.29086 -1.97911 -1.0197 -0.3974 1.5117 -0.52
N 3.21172 -0.43711 -3.22785 -2.1946 2.0163 -0.1443 -0.21
S 1.54911 -0.75051 -3.65419 -0.1220 -1.9733 -5.3206 0.82
O 1.47327 -2.29275 -3.98444 0.5041 4.1628 2.1866 -0.67
O 1.06842 -0.03632 -4.95774 1.3122 -1.3954 4.9824 -0.64
C 0.31527 -0.48258 -2.25263 -3.9932 0.0935 4.3583 0.15
C -0.05014 0.95444 -1.55351 -1.3892 -2.0994 0.9478 -0.18
C -1.14600 1.17360 -0.32949 0.8033 -4.0948 -2.0285 -0.23
C -1.97471 -0.13822 0.22831 3.1501 0.1585 -3.7100 0.15
C -1.65840 -1.60046 -0.47574 1.7830 2.8358 -1.0825 -0.92
C -0.52504 -1.80900 -1.67624 -0.8744 3.4576 1.4365 -0.12
H 5.75407 2.44257 -3.51248 -0.8755 -2.2657 0.7918 0.29
H 5.89634 0.50697 -3.78380 -0.8654 2.0026 1.5996 0.29
H 5.48584 1.88596 -0.77069 0.9140 -1.2086 -1.7183 -0.01
H 7.18343 1.56523 -1.52771 -2.4027 -0.8155 -0.2494 0.07
H 4.86601 -0.63514 -0.67773 2.2909 0.7142 -0.9437 0.25
H 6.67009 -0.38055 -0.04168 -1.5085 0.1698 -1.7443 0.29
H 6.31962 -2.20319 -1.61662 0.2656 1.7124 -0.7341 0.31
H 0.48943 1.92094 -1.94209 -0.9904 -2.2342 0.8039 0.25
H -1.30555 2.27078 0.10354 0.3936 -2.9042 -1.1455 0.25
H -2.75091 0.04706 1.09236 1.8052 -0.8968 -2.3761 0.10
H -2.26786 -2.54278 -0.10809 1.4560 2.1515 -0.9035 0.24
H -0.35316 -2.89413 -2.14151 -0.3093 2.8198 1.1789 0.27
C -3.36607 2.41066 3.94354 0.0919 0.0229 0.0202 -0.96
N -2.42175 1.83601 2.94773 0.1997 0.2751 -0.4097 1.22
O -2.32514 0.60408 2.90451 0.1684 1.5315 0.3845 -0.66
O -1.80412 2.63805 2.23757 -0.6971 -1.4235 1.1446 -0.60
H -3.83731 1.59455 4.49548 0.2700 0.3926 -0.3515 0.27
H -2.78839 3.04798 4.61607 0.0754 -0.3310 -0.4953 0.30
H -4.11358 2.98688 3.39452 0.5987 0.0312 0.3499 0.49
C 10.26690 3.50814 0.61090 0.2457 -0.0080 0.2256 -0.77
N 9.17421 2.70209 0.00269 -0.8923 -0.6181 -0.4639 0.87
O 9.11168 1.50710 0.31403 -0.0507 1.6499 -0.5411 -0.50
O 8.41013 3.29193 -0.77018 1.2744 -0.8519 1.1817 -0.45
H 10.85835 2.86448 1.26561 -0.2420 0.0687 -0.2085 0.32
H 10.88089 3.89854 -0.20322 -0.2239 0.0246 0.1268 0.28
H 9.80275 4.31553 1.18089 0.0444 -0.0833 -0.2359 0.27
C -3.60884 -1.87428 6.47806 0.4183 -0.0439 0.0344 -0.72
N -4.52740 -0.72963 6.23383 -0.5214 0.7338 -0.1467 0.86
O -4.01409 0.38361 6.07244 -1.0635 -1.6235 0.4773 -0.52
O -5.73788 -0.98117 6.21106 1.6291 0.5871 -0.0404 -0.53
H -2.57965 -1.50897 6.47161 -0.2850 0.0033 -0.0846 0.29
H -3.86164 -2.29775 7.45220 -0.0938 0.0219 -0.2458 0.30
H -3.76559 -2.59935 5.67686 -0.0693 0.1130 0.2062 0.30
C -6.72584 0.26307 1.80657 -0.2095 -0.0344 0.3255 -0.85
N -5.61493 1.10764 1.29064 0.6331 0.2179 -1.0120 0.83
O -5.18334 1.99343 2.03761 -0.6465 -1.1218 -1.4009 -0.53
O -5.20760 0.85741 0.15023 -0.5475 0.8381 2.0760 -0.45
H -6.98119 0.59308 2.81584 0.1994 0.0190 -0.2473 0.38
H -7.57591 0.38907 1.13300 0.2606 -0.1832 -0.0311 0.29
H -6.37637 -0.77134 1.81606 -0.0983 0.1830 -0.2254 0.28
C -3.30662 5.34192 7.45836 0.3576 -0.0227 0.2755 -0.76
N -3.91968 4.99225 6.14859 -0.3922 -0.1881 -0.5554 0.87
O -4.15655 3.79756 5.93540 -0.2057 2.0738 0.5610 -0.50
O -4.14578 5.92715 5.37148 0.1389 -1.4648 0.9061 -0.54
H -3.16452 4.42694 8.03745 -0.1069 0.1656 -0.2642 0.30
H -2.34755 5.82278 7.25551 -0.1968 -0.0215 -0.0564 0.31
H -3.99070 6.02071 7.97168 0.4320 -0.1261 -0.2754 0.32
C -7.76838 5.60912 6.64308 -0.2737 -0.0067 -0.1984 -0.69
N -7.10552 6.21490 7.82937 -0.0319 0.6895 0.8458 0.83
O -7.74354 7.06428 8.46207 1.2612 -1.3025 -0.7941 -0.51
O -5.96331 5.82051 8.09181 -1.8961 0.6245 -0.0938 -0.54
H -8.76267 6.04703 6.53193 0.3063 -0.0363 0.1565 0.31
H -7.14981 5.83051 5.77098 0.0295 -0.1591 0.1822 0.28
H -7.83817 4.53360 6.81799 0.1814 0.1779 -0.0736 0.27
C 0.87134 -0.28797 3.21176 -0.3049 0.2024 -0.1916 -0.18
N 1.01797 -1.15783 4.40987 0.2784 -0.4742 0.5974 0.90
O 0.00076 -1.37805 5.07741 1.4029 0.0566 -0.5446 -0.52
O 2.15027 -1.59496 4.64629 -1.7754 0.4859 -0.0604 -0.56
H -0.17219 0.02261 3.12623 0.2700 -0.1886 0.0393 -0.15
H 1.52124 0.57819 3.35174 0.0307 -0.2618 -0.0700 0.27
H 1.17192 -0.87356 2.34058 0.0639 0.1519 0.1535 0.29
C -0.81879 -4.29090 -5.07470 -0.0034 0.2622 -0.2054 -0.47
N -1.60424 -4.97670 -4.01340 -0.1147 -0.4581 0.4240 0.85
O -2.66938 -4.45170 -3.66889 1.2235 -0.7934 -0.1216 -0.48
O -1.12917 -6.02280 -3.55617 -1.0473 1.4595 -0.4671 -0.54
H -1.35270 -3.38926 -5.38249 0.1325 -0.2221 0.2266 0.31
H 0.15525 -4.03684 -4.65175 -0.0997 0.0279 -0.0668 0.05
H -0.71966 -4.98492 -5.91179 0.0558 -0.0024 0.2384 0.30
C 3.98525 -4.22161 -4.90568 -0.0346 0.0244 -0.0995 -0.16
N 3.87502 -5.34327 -3.93442 -0.0918 -0.3630 0.5065 0.98
O 3.51081 -6.43971 -4.37488 0.4545 1.0939 0.8837 -0.59
O 4.15728 -5.09120 -2.75720 -0.3779 -0.7122 -1.5954 -0.57
H 3.70855 -4.58484 -5.89777 0.1089 -0.0430 0.3099 0.25
H 3.30274 -3.43443 -4.57901 0.0933 0.0510 0.1168 0.01
H 5.02164 -3.87807 -4.89613 -0.4355 -0.0813 0.1780 0.16
C -6.09962 -1.29406 -3.18621 -0.0830 0.1063 -0.2986 -0.72
N -6.47411 -1.23003 -1.74771 0.1782 -0.1360 1.1187 0.89
O -7.59724 -0.79117 -1.47417 1.3488 -0.5173 -0.0011 -0.55
O -5.62983 -1.62220 -0.93379 -1.6400 0.4591 -1.2334 -0.45
H -6.93260 -0.91968 -3.78514 0.1503 -0.0860 0.2861 0.30
H -5.21425 -0.67019 -3.32441 -0.0467 -0.2334 0.1063 0.30
H -5.89104 -2.33861 -3.42626 0.1115 0.2130 0.1171 0.24
C 8.24207 -3.85016 -6.15586 0.3104 -0.0693 0.0394 -0.79
N 7.32352 -2.70551 -6.40008 -0.5693 1.1743 -0.2148 0.86
O 7.83682 -1.59226 -6.56147 -0.9354 -1.6243 0.1950 -0.51
O 6.11303 -2.95704 -6.42285 1.9418 0.5618 -0.2203 -0.51
H 9.27127 -3.48485 -6.16231 -0.3300 0.0245 -0.0055 0.30
H 7.98927 -4.27362 -5.18171 -0.0623 0.0171 -0.2262 0.30
H 8.08533 -4.57523 -6.95705 -0.1001 0.0913 0.2202 0.30
C -4.71381 -6.61868 -4.27527 0.1601 -0.0369 -0.1009 -0.61
N -6.19095 -6.44070 -4.27469 -0.8970 0.0346 -0.0505 0.85
O -6.72768 -6.15982 -5.35259 0.4110 -0.3339 1.5540 -0.53
O -6.76986 -6.58803 -3.19199 0.6119 0.2639 -1.6492 -0.51
H -4.33931 -6.46062 -5.28893 -0.2255 -0.0023 0.2364 0.29
H -4.29266 -5.88105 -3.58917 -0.0840 -0.2736 -0.0538 0.21
H -4.50444 -7.63694 -3.94133 -0.0702 0.2294 0.0755 0.31
C 3.94487 4.81967 -0.23848 -0.2919 -0.0431 -0.1340 -0.47
N 4.60772 5.42545 0.94780 0.3081 0.4064 0.6200 0.86
O 3.96970 6.27483 1.58051 1.1231 -1.0562 -0.5658 -0.55
O 5.74993 5.03106 1.21025 -1.5291 0.7199 -0.1132 -0.53
H 2.95057 5.25758 -0.34963 0.3045 -0.0817 0.1295 0.32
H 4.56343 5.04106 -1.11058 -0.0306 -0.2164 0.1983 0.25
H 3.87507 3.74415 -0.06357 0.1022 0.1316 -0.2230 0.10
```
Forces are in eV/Å.

Calculated values
2S+1	1
HOMO	-5.91	eV
total charge	-1
Kohn-Sham gap	6.575	eV